Record 1
92
Properties=species:S:1:pos:R:3 method="wB97M-V/def2-TZVPD" e_homo_ev=-6.47 orbital_gap_ev=6.96 total_charge=-1 e_above_lowest_ev=0.000
N -3.14 18.63 6.03
O -3.75 19.62 6.68
O -2.05 18.84 5.50
O -3.62 17.43 6.03
C -1.48 23.86 7.77
C -1.67 22.39 7.61
C -0.49 21.55 7.58
C 0.87 22.07 7.38
C 1.05 23.60 7.56
C -0.17 24.45 7.66
N 2.17 21.31 7.25
O 2.93 21.86 6.45
O 2.17 20.22 7.62
H -2.35 24.35 8.01
H -2.56 21.80 7.86
H -0.75 20.62 7.73
H 2.18 24.06 7.51
H 0.14 25.43 7.53
C -7.76 18.84 7.86
C -6.97 19.98 8.54
C -7.69 21.11 9.16
C -9.22 21.27 9.06
C -9.99 20.11 8.43
C -9.20 18.94 7.77
N -9.95 22.35 9.72
O -9.25 23.46 9.87
O -11.11 22.27 9.83
H -7.42 18.05 7.25
H -5.95 19.94 8.40
H -7.04 21.70 9.66
H -11.14 20.26 8.45
H -9.76 18.13 7.49
C -6.19 24.88 7.01
O -6.26 26.12 6.96
N -5.67 24.00 6.19
C -5.64 22.56 6.49
C -4.88 24.53 5.01
H -6.66 24.39 7.91
H -6.63 22.00 6.16
H -5.55 22.36 7.55
H -4.81 22.05 6.16
H -5.62 25.23 4.41
H -4.40 23.79 4.34
H -4.12 25.40 5.09
C 1.24 20.36 2.39
O 1.64 20.40 1.19
N 1.56 19.24 3.15
C 1.26 19.16 4.60
C 2.48 18.20 2.63
H 0.88 21.12 2.83
H 0.64 20.07 4.78
H 2.20 19.07 5.19
H 0.56 18.34 4.83
H 3.24 18.52 1.95
H 1.92 17.39 2.31
H 3.03 17.84 3.53
C -8.57 16.50 3.59
O -7.82 16.91 2.62
N -8.15 15.98 4.77
C -9.02 15.44 5.71
C -6.66 15.78 5.17
H -9.52 16.53 3.27
H -8.62 15.63 6.67
H -9.35 14.46 5.36
H -9.87 16.08 5.54
H -5.99 16.67 4.93
H -6.32 15.00 4.52
H -6.40 15.60 6.24
C -2.72 18.13 11.90
O -2.64 17.38 12.99
N -2.01 17.85 10.81
C -2.05 18.86 9.76
C -1.37 16.54 10.57
H -3.29 19.09 11.95
H -1.56 18.28 8.71
H -1.38 19.73 9.93
H -2.80 19.24 9.37
H -0.89 16.12 11.50
H -0.59 16.49 10.10
H -2.15 15.83 10.19
C -1.62 22.91 1.72
O -2.29 22.06 1.11
N -1.47 22.96 3.06
C -0.54 23.96 3.52
C -2.00 21.92 4.09
H -0.83 23.63 1.09
H 0.11 24.51 2.72
H 0.28 23.75 4.28
H -1.20 24.89 3.80
H -2.74 21.39 3.82
H -2.40 22.37 4.91
H -1.25 21.52 4.63

=====

Record 2
94
Properties=species:S:1:pos:R:3 method="wB97M-V/def2-TZVPD" e_homo_ev=-10.05 orbital_gap_ev=3.09 total_charge=+2
C 3.31 -4.59 -0.62
C 3.46 -3.23 -1.33
C 3.41 -3.45 -2.85
C 3.68 -2.24 -3.78
C 3.73 -0.85 -3.20
C 2.36 -0.13 -3.22
C 1.18 -1.05 -2.90
C 0.17 -0.45 -1.89
C -1.05 0.10 -2.64
C -2.33 -0.68 -2.32
C -2.13 -2.20 -2.07
C -1.23 -3.00 -3.03
O -2.02 -4.24 -3.01
C -3.42 -3.93 -2.88
O -4.32 -4.56 -3.23
O -3.45 -2.74 -2.20
H 3.58 -4.56 0.43
H 4.01 -5.26 -1.12
H 2.31 -5.00 -0.78
H 4.46 -2.85 -1.04
H 2.69 -2.56 -0.96
H 2.40 -3.82 -3.06
H 4.08 -4.27 -3.10
H 2.83 -2.21 -4.66
H 4.63 -2.43 -4.28
H 4.41 -0.26 -3.86
H 4.15 -0.73 -2.18
H 2.43 0.78 -2.57
H 2.22 0.26 -4.26
H 0.69 -1.28 -3.84
H 1.50 -2.01 -2.47
H -0.09 -1.17 -1.11
H 0.65 0.41 -1.39
H -0.94 0.16 -3.72
H -1.20 1.14 -2.32
H -2.98 -0.59 -3.19
H -2.87 -0.16 -1.51
H -1.90 -2.30 -0.98
H -1.00 -2.56 -3.99
H -0.38 -3.27 -2.41
Cs 3.24 1.69 -4.94
C -0.23 2.77 1.71
C -1.19 3.93 1.79
O -1.28 4.35 0.41
C -0.97 3.31 -0.37
O -1.10 3.26 -1.55
O -0.46 2.27 0.37
H -0.44 1.99 2.45
H 0.81 3.08 1.80
H -2.18 3.63 2.13
H -0.81 4.73 2.42
F 0.60 -3.99 -4.31
Ca -2.69 -0.24 0.31
Br 1.59 -2.61 -5.89
C 1.04 8.80 5.24
C -0.14 8.43 6.15
C -0.81 7.19 5.54
S 0.48 6.31 4.66
O 0.17 6.32 3.25
O 0.77 5.07 5.35
C 1.78 7.49 4.97
H 1.69 9.54 5.71
H 0.67 9.22 4.31
H 0.22 8.21 7.15
H -0.85 9.26 6.24
H -1.23 6.54 6.31
H -1.59 7.46 4.82
H 2.44 7.54 4.12
H 2.32 7.16 5.85
Br -2.51 -3.58 -5.16
Ca 2.60 -0.92 -0.20
C 0.32 2.55 8.71
C 0.24 1.33 7.84
C 1.43 1.13 6.94
O 0.85 0.43 5.82
C -0.46 0.77 5.77
O -1.18 0.53 4.86
O -0.83 1.44 6.88
H 0.32 3.46 8.11
H -0.55 2.61 9.37
H 1.22 2.53 9.33
H 0.05 0.44 8.45
H 2.21 0.53 7.40
H 1.86 2.06 6.57
C -4.28 -8.59 -6.77
C -5.43 -7.62 -6.75
O -4.80 -6.40 -6.32
C -3.49 -6.49 -6.63
O -2.72 -5.58 -6.56
O -3.16 -7.73 -7.04
H -4.37 -9.35 -7.54
H -4.12 -9.08 -5.81
H -5.87 -7.46 -7.73
H -6.22 -7.91 -6.05

=====

Record 3
88
Properties=species:S:1:pos:R:3 method="wB97M-V/def2-TZVPD" e_homo_ev=-7.99 smiles="CCCNc1ccc2ncc(P(=O)(O)O)nc2c1.CCOC(C)=O.CCOC(C)=O.CCOC(C)=O.CCOC(C)=O" orbital_gap_ev=6.86 total_charge=0
C 6.00 0.97 1.96
C 4.89 1.67 0.98
C 4.34 3.13 1.50
N 3.60 3.91 0.39
C 2.55 2.99 -0.27
C 2.86 2.19 -1.71
C 1.75 1.19 -2.38
C 0.26 0.92 -1.67
N -0.64 -0.06 -2.36
C -1.91 -0.21 -1.57
C -2.28 0.58 -0.20
P -4.02 0.24 0.60
O -4.75 -0.91 -0.20
O -4.89 1.76 0.55
O -3.73 -0.36 2.22
N -1.36 1.55 0.48
C -0.06 1.69 -0.27
C 1.07 2.71 0.39
H 6.93 0.68 1.26
H 5.57 -0.07 2.33
H 6.29 1.69 2.84
H 3.97 0.91 0.93
H 5.32 1.87 -0.12
H 3.50 2.92 2.32
H 5.15 3.81 2.00
H 4.27 4.14 -0.39
H 3.94 2.39 -2.17
H 2.04 0.63 -3.39
H -2.72 -0.98 -1.99
H -4.41 2.29 -0.18
H -4.26 0.27 2.82
H 0.85 3.27 1.42
O 3.64 -2.03 2.28
C 4.37 -2.65 3.06
O 5.68 -2.81 2.78
C 6.65 -3.35 3.69
C 6.64 -4.87 3.65
C 3.80 -3.30 4.28
H 6.50 -2.96 4.70
H 7.63 -2.99 3.36
H 5.68 -5.28 3.95
H 7.42 -5.28 4.30
H 6.83 -5.22 2.63
H 3.35 -4.26 4.00
H 3.03 -2.65 4.70
H 4.53 -3.46 5.08
O -3.62 4.05 -0.41
C -3.53 4.85 0.53
O -4.10 6.07 0.44
C -4.21 7.00 1.53
C -2.94 7.81 1.68
C -2.72 4.51 1.74
H -4.50 6.49 2.45
H -5.04 7.68 1.28
H -2.08 7.17 1.91
H -3.05 8.55 2.48
H -2.70 8.33 0.75
H -1.67 4.69 1.53
H -2.87 3.44 1.97
H -3.02 5.05 2.64
O -10.08 -3.49 -3.07
C -9.50 -2.97 -2.11
O -8.16 -2.81 -2.13
C -7.42 -2.07 -1.14
C -7.11 -2.93 0.07
C -10.27 -2.61 -0.87
H -7.94 -1.14 -0.88
H -6.48 -1.77 -1.62
H -8.03 -3.26 0.57
H -6.51 -2.38 0.79
H -6.57 -3.83 -0.23
H -10.41 -3.50 -0.26
H -11.25 -2.21 -1.18
H -9.80 -1.83 -0.28
O 3.89 -0.86 -3.33
C 3.73 -1.81 -4.10
O 2.78 -2.74 -3.84
C 2.40 -3.79 -4.75
C 3.33 -4.98 -4.65
C 4.63 -2.00 -5.29
H 2.31 -3.41 -5.77
H 1.39 -4.10 -4.45
H 4.36 -4.71 -4.92
H 3.00 -5.79 -5.30
H 3.36 -5.35 -3.62
H 5.56 -2.47 -4.96
H 4.85 -1.01 -5.71
H 4.18 -2.58 -6.09